Here is C26H62F6N5O13S2V2 as an isolated structure in a non-equilibrium geometry from the OMol25 dataset. Energies are from wB97M-V/def2-TZVPD.

Last column: Löwdin spin population.
Cartesian coordinates (Å):
V (1.67253, -1.46589, 0.05066)  2.81
V (-2.06606, 0.83336, 1.40138)  2.80
S (1.51728, -4.72291, 0.78012)  0.01
S (-0.47970, -3.99648, -0.69494)  0.01
F (-2.90782, -4.56503, 0.37876)  0.00
F (2.96622, -5.29074, -1.55788)  0.00
F (-1.94326, -2.89101, 1.25796)  0.00
F (-1.31399, -4.91665, 1.75658)  0.00
F (3.86206, -4.06152, 0.06313)  0.00
F (3.65698, -6.12355, 0.31328)  0.00
O (-1.00929, -3.00394, -1.64550)  0.00
O (3.57263, -1.34321, 2.16457)  0.01
O (2.38686, 1.71719, -2.70440)  0.00
O (3.67287, -1.74432, -1.05619)  0.02
O (2.00854, -4.47668, 2.08137)  0.00
O (-0.07631, -0.29727, 1.33939)  0.04
O (0.69604, -5.91837, 0.79395)  0.00
O (-0.98588, 2.85301, 1.59450)  0.02
O (-3.58055, -0.74980, 1.09704)  0.03
O (-1.75232, 0.65016, 3.66290)  0.02
O (-0.69593, 0.74779, -3.72544)  0.00
O (-0.27967, -5.24930, -1.40126)  0.01
O (-6.54770, 1.70741, 1.73375)  0.00
N (-3.72002, 2.32299, 1.37836)  0.01
N (2.63419, 0.64858, 0.15384)  0.01
N (1.07377, -0.97045, -1.97703)  0.01
N (-2.10398, 1.09621, -0.80648)  0.02
N (0.98548, -3.37777, 0.06554)  0.04
C (4.59602, 2.51365, -3.45156)  0.00
C (-1.05621, -0.62046, 3.83905)  0.01
C (-0.96532, 1.89827, -3.00552)  0.00
C (-0.93452, 0.84705, -5.10358)  0.00
C (3.08659, -5.06860, -0.20995)  0.00
C (-0.83596, 1.66900, -1.40992)  0.01
C (1.79423, -1.92735, -2.70338)  0.01
C (-7.97098, 2.00367, 1.72796)  0.00
C (5.10041, -1.77786, -0.79769)  0.00
C (3.76820, 0.04544, 2.33821)  0.00
C (0.16935, 3.08599, 2.38763)  0.00
C (1.61155, -1.76153, -4.16676)  0.00
C (-3.64684, -0.82464, -0.32218)  0.01
C (-3.25055, 3.65652, 1.05549)  0.00
C (-1.74587, -4.12873, 0.78665)  0.00
C (3.30635, -1.94573, -2.38118)  0.00
C (-5.82442, 2.47066, 2.72176)  0.00
C (-4.56746, -1.33562, 1.83708)  0.00
C (-4.32374, 2.20766, 2.73662)  0.01
C (3.28214, 1.77329, -3.80641)  0.00
C (0.10067, -0.79760, 2.68248)  0.01
C (-1.95057, 3.92100, 1.72346)  0.00
C (3.83327, 0.81742, 0.95587)  0.00
C (3.75099, -2.03751, 3.40484)  0.00
C (4.10133, 2.30000, 1.22948)  0.00
C (-2.39101, -0.29318, -1.03811)  0.01
H (-1.89874, 2.39278, -3.27440)  0.00
H (5.45140, -0.86958, -1.28751)  0.00
H (0.12309, 1.27699, -1.07130)  0.00
H (-6.13763, 3.50787, 2.60260)  0.00
H (5.58001, -2.64635, -1.24915)  0.00
H (4.75426, 0.08823, 2.80076)  0.00
H (-1.99583, 0.91396, -5.34287)  0.00
H (-4.52429, 2.24936, 0.77188)  0.00
H (-7.95417, 3.09310, 1.75883)  0.00
H (1.31963, -0.08552, -2.39722)  0.00
H (-5.56687, -1.06745, 1.49452)  0.00
H (4.54310, 3.55603, -3.13734)  0.00
H (-4.38883, -0.08033, -0.61126)  0.00
H (-1.88940, -1.24596, 3.51870)  0.00
H (1.98442, 2.57906, -2.57466)  0.00
H (0.09115, -0.92999, -2.20705)  0.00
H (0.14734, 3.14274, 3.47593)  0.00
H (-2.86615, 1.56320, -1.27671)  0.00
H (0.96799, -0.25358, 3.05652)  0.00
H (-4.18821, 1.13512, 2.87582)  0.00
H (-3.82497, 2.80986, 3.49602)  0.00
H (0.64518, 4.00156, 2.03633)  0.00
H (0.34567, -1.85741, 2.61271)  0.00
H (-8.31225, 1.63419, 2.69496)  0.00
H (-0.65011, -0.84454, 4.82544)  0.00
H (2.77006, 1.14698, -0.71406)  0.00
H (3.56480, 0.85048, -4.31301)  0.00
H (4.74832, -1.82213, 3.78831)  0.00
H (-0.60797, -0.06825, -5.59722)  0.00
H (0.55956, -1.69557, -4.44441)  0.00
H (-4.42382, -2.41488, 1.78561)  0.00
H (3.56788, -3.06907, 3.10407)  0.00
H (-2.46979, -0.50006, -2.10539)  0.00
H (4.07585, 2.88517, 0.31023)  0.00
H (-4.67471, -1.01260, 2.87258)  0.00
H (5.01222, 1.90307, -2.65027)  0.00
H (3.28986, 2.76319, 1.79078)  0.00
H (-1.46117, 4.85339, 1.44197)  0.00
H (-8.53597, 1.65094, 0.86512)  0.00
H (1.38449, -2.88656, -2.38693)  0.00
H (-3.91063, -1.81712, -0.68754)  0.00
H (3.90840, -1.35482, -3.07144)  0.00
H (5.05346, 2.35978, 1.75672)  0.00
H (-3.12994, 3.66771, -0.02776)  0.00
H (-0.80724, 2.66701, -0.97260)  0.00
H (3.58225, -2.97304, -2.61913)  0.00
H (3.05905, 0.41502, 3.07891)  0.00
H (-2.01665, 4.26708, 2.75494)  0.00
H (0.69686, 2.16835, 2.12725)  0.00
H (3.05608, -1.70951, 4.17789)  0.00
H (-1.52717, -0.90969, -0.78951)  0.00
H (4.61547, 0.31643, 0.38554)  0.00
H (1.97249, -0.77585, -4.46043)  0.00
H (5.41816, -1.67804, 0.24018)  0.00
H (-4.02784, 4.37343, 1.32000)  0.00
H (-0.49730, 1.72116, -5.58613)  0.00
H (5.26129, 2.49097, -4.31469)  0.00
H (-6.13158, 2.35023, 3.76064)  0.00
H (-0.18958, 2.63004, -3.23099)  0.00
H (2.77708, 2.37646, -4.56086)  0.00
H (1.93777, 1.25614, 0.56123)  0.00
H (2.06352, -2.59179, -4.70942)  0.00

Net charge: +1
Kohn-Sham gap (spin up / spin down) (eV): 6.56 / 6.83
HOMO level (spin up / spin down) (eV): -8.84 / -9.11
Multiplicity: 7

Here is C33H40N4P2W as an isolated structure in a non-equilibrium geometry from the OMol25 dataset. Energies are from wB97M-V/def2-TZVPD.

Last column: Löwdin spin population.
Cartesian coordinates (Å):
W (1.10531, 0.00385, 0.35766)  1.10
P (-0.04422, -2.42715, -0.48916)  0.06
P (-0.09985, 1.15760, -2.12843)  0.02
N (-0.15688, -4.14312, -0.70668)  0.02
N (-1.36839, 2.46299, -2.33522)  0.01
N (0.07029, 1.01176, -3.94540)  0.00
N (-1.88606, -2.30900, -0.06804)  0.01
C (0.24246, -6.12841, -1.70793)  0.00
C (4.96965, -0.34487, 2.99203)  0.00
C (-0.71064, -0.02061, 3.09578)  0.01
C (-4.07619, -2.84848, -0.34939)  0.00
C (3.91861, -0.68008, 2.09931)  0.01
C (-1.17144, 3.84014, -2.20948)  0.00
C (-0.03272, 2.67835, 4.00255)  0.04
C (3.13093, 1.54635, 2.29177)  0.01
C (-0.27222, -1.60314, -2.08708)  0.03
C (-2.37886, 4.50476, -2.42155)  0.00
C (-2.55779, -2.04788, 1.11057)  0.00
C (-0.99669, -6.23830, -0.94998)  0.00
C (0.69569, -4.80712, -1.60426)  0.00
C (5.07074, 0.91222, 3.61055)  0.00
C (0.80484, 1.29587, -6.06714)  0.00
C (2.15327, 1.59016, -0.61790)  0.08
C (4.08252, 1.84337, 3.29578)  0.00
C (1.19933, 1.22847, -4.73459)  0.00
C (0.30294, 2.70506, 2.55033)  0.26
C (-3.90012, -2.37670, 0.99174)  0.00
C (-0.22250, 1.95907, 1.50570)  0.11
C (-3.35432, 3.50517, -2.71014)  0.00
C (0.77002, 1.87078, 5.08355)  0.03
C (-1.01887, 0.81420, -4.80954)  0.00
C (-1.23019, -4.99373, -0.35389)  0.00
C (1.08369, 0.44934, 4.79114)  0.03
C (0.64124, -0.14852, 3.66762)  0.02
C (-0.54863, 0.49332, 1.62024)  0.04
C (-0.60667, 1.05600, -6.11423)  0.00
C (-2.84980, -2.74928, -0.99279)  0.00
C (2.94113, 0.27413, 1.67152)  0.00
C (-2.71578, 2.26998, -2.64558)  0.00
C (-1.09573, -0.29717, -1.89517)  0.01
H (4.02082, 2.82267, 3.78815)  0.00
H (-1.11270, 2.48121, 4.15358)  0.01
H (1.25394, -0.83987, 3.01045)  0.00
H (1.67260, 2.10339, -1.49266)  0.00
H (0.11209, 1.83368, 5.98083)  0.00
H (-2.04784, -1.64341, 1.96517)  0.00
H (-2.55971, -2.95248, -2.01147)  0.00
H (-2.00492, 0.58039, -4.44640)  0.00
H (5.84825, 1.16425, 4.34539)  0.00
H (5.69722, -1.09742, 3.26437)  0.00
H (1.73822, 2.37909, 5.29643)  0.00
H (-1.23477, -1.00488, 3.14472)  0.00
H (-1.98401, -4.70051, 0.35135)  0.00
H (-1.54589, -0.18393, -0.88916)  0.00
H (0.71529, -6.90301, -2.26826)  0.00
H (-0.56491, 2.41080, 0.56021)  0.01
H (-3.10808, 1.31062, -2.89559)  0.00
H (3.84951, -1.72426, 1.80133)  0.00
H (-0.09403, -1.19543, 0.72270)  0.03
H (-1.51732, 0.31054, 1.15175)  0.01
H (-0.77267, -2.28310, -2.81657)  0.00
H (-1.39689, 0.59963, 3.71572)  0.00
H (1.57508, -4.28977, -1.94106)  0.00
H (0.22124, 3.72037, 4.30985)  0.00
H (1.66867, -0.14552, 5.49478)  0.00
H (1.46257, 1.43240, -6.91948)  0.00
H (-1.92369, -0.24250, -2.62606)  0.00
H (2.15578, 1.35002, -4.25775)  0.00
H (-4.98718, -3.20580, -0.82664)  0.00
H (-4.40743, 3.65074, -2.88414)  0.00
H (2.82224, 0.77107, -1.01711)  0.02
H (2.64562, 2.25536, 0.10340)  0.00
H (0.76037, -1.42022, -2.44949)  0.00
H (-1.23725, 1.02245, -6.98667)  0.00
H (0.98350, 3.50724, 2.23852)  0.01
H (-0.18371, 4.23285, -2.05403)  0.00
H (-1.66091, -7.07572, -0.91361)  0.00
H (-4.66473, -2.29327, 1.75681)  0.00
H (2.48583, 2.39574, 2.06388)  0.00
H (-2.56832, 5.55720, -2.31750)  0.00

Net charge: +2
Kohn-Sham gap (spin up / spin down) (eV): 4.41 / 3.43
HOMO level (spin up / spin down) (eV): -12.87 / -12.87
Multiplicity: 3

Here is a 9-piece molecular cluster, C17H52N8O9 overall in a non-equilibrium geometry from the OMol25 dataset. Energies are from wB97M-V/def2-TZVPD.

Last column: Mulliken charge in e.
Cartesian coordinates (Å):
O (3.88149, -2.31312, -3.50868)  -0.56
O (-0.63103, 0.11148, 3.79314)  -0.94
O (-5.46637, -1.14493, -1.51920)  -0.73
O (1.29331, -0.43697, 1.68061)  -0.48
O (-2.73502, 5.55768, -0.77188)  -0.58
O (-2.40909, 1.15681, -5.77023)  -0.58
O (4.70252, -0.29603, 3.70758)  -0.68
O (-2.27405, -1.58054, 2.14508)  -0.30
O (0.49007, -5.27417, 0.84351)  -0.75
N (-0.86583, 1.24928, 5.54140)  -0.43
N (-3.25824, -1.64979, -1.18387)  -0.21
N (-4.24154, -0.49319, 0.35904)  -0.16
N (2.59157, 0.24455, 4.29562)  -0.17
N (-0.97119, 2.28723, 3.55979)  -0.33
N (0.00028, -3.43026, 1.89825)  -0.10
N (3.92902, -0.37716, 5.83019)  -0.39
N (1.51957, -3.35545, 0.48760)  -0.04
C (1.21681, 0.36184, 0.56776)  0.64
C (-1.90812, 1.12211, -4.49059)  1.04
C (0.64704, -4.09987, 1.04907)  0.66
C (2.49390, 0.13142, -0.24089)  -1.82
C (4.98150, -2.26942, -1.21585)  -1.17
C (-2.62648, 4.23438, -1.29867)  0.57
C (-0.76476, 2.16570, -4.38997)  -1.07
C (3.80453, -0.13381, 4.54591)  0.59
C (-2.74124, 3.27497, -0.15047)  -0.73
C (-4.40994, -1.09108, -0.80480)  0.48
C (6.15680, -1.92306, -3.43294)  -1.48
C (-0.03202, 0.12085, -0.30103)  -0.60
C (-3.09598, -2.45587, 2.90434)  -0.90
C (-0.81750, 1.17656, 4.26671)  0.75
C (-3.73481, 4.05781, -2.38891)  -1.12
C (-1.41800, -0.20723, -4.11134)  -1.23
C (4.91754, -1.67891, -2.70172)  0.85
H (-0.63414, -0.59698, -4.76077)  0.36
H (6.23616, -1.16521, -4.21234)  0.38
H (0.04180, 1.99162, -5.10220)  0.35
H (-0.31874, 2.22722, -3.39730)  0.15
H (0.66595, -0.09663, 2.32262)  0.12
H (4.76252, -0.60438, -2.60442)  0.10
H (1.50116, -2.38745, 0.77526)  -0.05
H (-3.91072, 4.85681, -3.10916)  0.38
H (-2.16188, -1.00383, -4.12478)  0.34
H (-1.32585, 3.09123, 4.05768)  0.19
H (5.49312, -1.55394, -0.57209)  0.39
H (-1.23270, 3.13058, -4.58522)  0.37
H (6.98576, -1.69484, -2.76298)  0.35
H (4.82911, -0.69634, 6.15892)  0.25
H (-5.11129, -0.04236, 0.60476)  0.22
H (-4.72366, 3.97454, -1.93797)  0.37
H (-1.02518, -0.35531, -3.10542)  0.10
H (-2.73391, 2.23458, -0.47548)  0.14
H (1.32346, 1.43254, 0.74186)  0.33
H (-3.75198, -0.96250, 1.10750)  0.23
H (3.40491, -3.01409, -3.05799)  0.31
H (-0.94881, 0.56823, 0.08296)  0.23
H (2.05134, -3.64450, -0.32096)  0.05
H (2.56365, -0.83188, -0.74616)  0.22
H (4.03751, -2.54470, -0.74551)  0.09
H (2.42371, 0.34176, 3.30442)  0.25
H (3.06690, -0.39302, 6.35613)  0.12
H (-1.26159, 2.02866, 6.04740)  0.17
H (-0.14926, -0.95850, -0.39781)  0.18
H (5.57819, -3.18046, -1.17044)  0.44
H (-3.70145, 3.42737, 0.34234)  0.42
H (0.20194, 0.53504, -1.28175)  0.14
H (-3.69921, 3.14915, -2.98989)  0.10
H (-2.74548, -3.47099, 2.71781)  0.21
H (-2.55213, 6.24273, -1.41907)  0.32
H (3.39293, 0.20022, 0.37158)  0.49
H (-1.63933, 4.13253, -1.74952)  0.12
H (0.09866, -2.42513, 1.88683)  0.10
H (-2.67510, 2.06983, -5.90149)  0.35
H (6.24322, -2.87621, -3.95461)  0.32
H (-1.00234, 2.31614, 2.55069)  0.17
H (-0.37470, 0.56592, 6.09989)  0.23
H (-4.16290, -2.31568, 2.73079)  0.38
H (-0.80691, -3.79850, 2.38089)  0.09
H (-3.17316, -2.04888, -2.10777)  0.19
H (2.65326, 0.75817, -1.11832)  0.48
H (-2.79489, -2.21119, 3.92295)  0.35
H (-2.57828, -1.42012, -0.47324)  0.09
H (1.93828, 0.16445, 5.06171)  0.04
H (-2.81873, 1.40716, -3.96367)  -0.17
H (-1.95176, 3.45111, 0.58014)  0.04
H (-1.75259, -1.04607, 2.74842)  0.34

Kohn-Sham gap (eV): 8.80
HOMO level (eV): -9.21